Record 1
The following is a DFT calculation (ωB97M-V/def2-TZVPD) of C53H54BN9O5Ti as an isolated structure at a distorted geometry.

Summary:
2S+1 = 2
DFT total energy = -3795.7398 a.u.
energy above the lowest of the compared OMol25 structures with the same formula, charge and spin = 43.2 kcal per mole
HOMO (alpha / beta) = -4.6 / -5.8 eV
LUMO energy (alpha / beta) = 2.410 / 2.408 eV
total charge = -1
gap between HOMO and LUMO (alpha / beta) = 7.023 / 8.216 eV

Cartesian coordinates (Å):
Ti1 0.23239 -0.59973 0.18790
O1 1.60375 1.10403 1.81506
O2 1.56485 -1.88328 0.65914
O3 -1.22964 -1.77500 0.97180
O4 1.60951 0.48139 -0.69991
O5 3.54163 1.50628 -1.13506
N1 -1.16061 3.80800 0.47403
N2 -0.34413 -1.90041 -1.41136
N3 -2.20632 1.82424 -0.82059
N4 -1.03576 0.77137 1.71991
N5 -4.25436 3.80014 1.63926
N6 -2.02776 1.72302 1.69600
N7 0.11986 3.63790 0.06107
N8 -3.59793 3.44713 0.50398
N9 -1.01623 1.32968 -1.24797
C1 1.84346 -4.18191 2.02023
C2 6.31657 -1.24614 -0.85298
C3 -0.87129 -2.70716 -3.99357
C4 3.74928 -2.24328 -0.33972
C5 5.28332 -1.01305 -1.74617
C6 -3.11278 1.74281 -1.82385
C7 -2.57343 -6.41228 -0.15865
C8 3.85205 0.41176 1.73668
C9 1.92265 -5.35673 2.76151
C10 0.59087 -2.54852 -2.11683
C11 6.06319 -1.96187 0.30984
C12 0.39615 -2.85926 -3.45619
C13 1.98429 5.05254 -0.70928
C14 -1.44502 5.12998 0.56614
C15 -4.46784 -1.91292 3.67618
C16 -2.67198 -1.45597 -0.91833
C17 4.79030 -2.44579 0.56450
C18 -1.89950 -2.28667 -3.17169
C19 3.28404 -6.34489 1.05460
C20 -5.42770 -0.94642 3.39162
C21 -3.55213 -1.68952 1.44897
C22 -4.05580 4.19966 -0.52702
C23 -3.72953 -5.65931 -0.33162
C24 -0.03895 -0.72253 3.46188
C25 -2.62790 1.77959 2.89961
C26 2.83725 1.38157 1.15982
C27 -2.45375 -2.12279 0.46708
C28 -2.48773 1.24132 -2.93860
C29 -5.06287 5.01123 -0.06792
C30 -2.53020 -3.64912 0.25996
C31 0.61706 4.84806 -0.13538
C32 -4.51179 -0.72532 1.17680
C33 -1.39905 -5.78319 0.22924
C34 3.25702 2.81892 1.43028
C35 -6.04920 5.31133 2.33926
C36 -5.44315 -0.35158 2.14283
C37 2.34132 -2.79511 -0.04992
C38 -1.60183 -1.86854 -1.87896
C39 -0.33255 5.83880 0.19099
C40 1.69314 -3.27249 -1.39023
C41 -1.03092 0.27476 2.95745
C42 2.47894 -4.07974 0.79200
C43 2.63880 -6.44202 2.28326
C44 3.20519 -5.17316 0.32055
C45 -1.15940 1.01121 -2.52740
C46 -1.38135 -4.40879 0.43632
C47 4.01427 -1.51419 -1.49178
C48 -2.03090 0.86736 3.73318
C49 -3.54188 -2.27515 2.71519
C50 -5.14613 4.71523 1.30561
C51 -3.70734 -4.28847 -0.11995
C52 0.02360 0.59781 -3.33964
C53 2.68146 1.12758 -0.35808
B1 -2.23527 2.67086 0.49142
H1 -3.63603 -1.73267 -1.35064
H2 -6.86502 5.85958 1.86807
H3 0.38695 1.45750 -3.90764
H4 -2.28499 0.64248 4.75525
H5 7.30726 -0.85483 -1.04972
H6 1.94203 5.79492 -1.50869
H7 -4.65370 -6.14526 -0.62237
H8 4.08231 0.69982 2.76523
H9 -2.92711 1.04361 -3.90281
H10 5.45056 -0.41310 -2.63091
H11 3.72942 -5.09947 -0.62634
H12 2.69601 -7.35775 2.85897
H13 3.21279 -1.27992 -2.18319
H14 0.82922 0.26716 -2.68642
H15 0.70685 -0.20805 4.07113
H16 3.39945 2.94741 2.50535
H17 -6.14966 -0.65429 4.14486
H18 -0.55290 -1.45978 4.08216
H19 -5.64628 5.71782 -0.63483
H20 -0.21936 6.90969 0.14433
H21 -3.61169 4.14760 -1.50465
H22 -0.22464 -0.19078 -4.05237
H23 2.47810 -3.51398 -2.10776
H24 2.48203 3.50642 1.09921
H25 -4.43982 -2.37799 4.65487
H26 1.20121 -3.30657 -4.02305
H27 6.85646 -2.13472 1.02750
H28 -0.48320 -3.89222 0.75148
H29 1.41588 -5.41977 3.71709
H30 -4.14153 2.01723 -1.67194
H31 4.60341 -2.99531 1.47878
H32 2.37042 4.12117 -1.12149
H33 -4.53756 -0.22811 0.21457
H34 1.27512 -3.33339 2.37726
H35 0.96069 1.76966 1.51986
H36 -6.47620 4.53608 2.97561
H37 -4.61857 -3.71031 -0.23789
H38 2.69457 5.41437 0.03765
H39 3.43665 -0.59313 1.73597
H40 -2.66298 -0.38024 -0.76992
H41 1.19073 -4.22150 -1.17459
H42 -5.50436 6.00468 2.98266
H43 -0.49116 -6.35764 0.38053
H44 -6.17104 0.41780 1.91362
H45 4.76524 0.42306 1.14218
H46 -3.41594 2.48579 3.07475
H47 -2.78398 -3.01832 2.93660
H48 -2.59352 -7.48350 -0.32025
H49 0.48896 -1.25135 2.67516
H50 -2.40782 5.48407 0.89756
H51 -2.92493 -2.25539 -3.51278
H52 -1.06333 -2.96473 -5.02824
H53 4.18623 3.04691 0.90811
H54 3.85315 -7.18368 0.67172


Record 2
The following is a DFT calculation (ωB97M-V/def2-TZVPD) of a 2-piece molecular cluster, H4O2 overall at a distorted geometry.

Summary:
DFT total energy = -152.8670 a.u.
energy above the lowest of the compared OMol25 structures with the same formula, charge and spin = 5.0 kcal per mole
HOMO = -11.4 eV
LUMO energy = 0.483 eV
total charge = 0
gap between HOMO and LUMO = 11.851 eV

Cartesian coordinates (Å):
O1 1.64759 -0.32410 0.00588
O2 -1.41587 -0.34654 -0.03349
H1 0.66905 -0.53945 0.06794
H2 -1.56714 0.31143 0.70169
H3 1.67133 0.64194 -0.06130
H4 -1.00496 0.25671 -0.68073


Record 3
The following is a DFT calculation (ωB97M-V/def2-TZVPD) of a single C5H8O molecule.

Summary:
DFT total energy = -270.3872 a.u.
energy above the lowest of the compared OMol25 structures with the same formula, charge and spin = 107.1 kcal per mole
HOMO = -8.7 eV
LUMO energy = 0.950 eV
total charge = 0
gap between HOMO and LUMO = 9.610 eV

Cartesian coordinates (Å):
O1 -0.38991 1.93608 0.53037
C1 1.47415 0.23495 -0.73390
C2 0.12899 -0.36318 -0.39567
C3 1.43474 -0.78739 0.32038
C4 -0.92645 0.90036 0.21225
C5 -2.13399 0.26289 0.46749
H1 1.87602 -0.04083 -1.70364
H2 -2.93464 0.79558 0.97470
H3 -0.67256 -0.46182 0.63290
H4 1.79681 -1.79092 0.11554
H5 1.54102 -0.46154 1.35057
H6 -0.29121 -1.05238 -1.12337
H7 1.57807 1.27545 -0.44036
H8 -2.41542 -0.57579 -0.15773


Record 4
The following is a DFT calculation (ωB97M-V/def2-TZVPD) of C19H22FeNO4 as an isolated structure at a distorted geometry.

Summary:
2S+1 = 5
DFT total energy = -2356.1595 a.u.
HOMO (alpha / beta) = -8.5 / -11.6 eV
LUMO energy (alpha / beta) = -2.563 / -6.272 eV
total charge = +1
gap between HOMO and LUMO (alpha / beta) = 5.930 / 5.283 eV

Cartesian coordinates (Å):
Fe1 -2.00528 1.27886 3.06109
O1 0.30430 1.41687 4.87143
O2 -1.22498 -1.54169 2.98431
O3 -3.54514 0.65334 5.41990
O4 -0.36660 -3.09987 -3.68544
N1 1.31843 -1.60724 -2.03552
C1 -0.63109 -3.13082 -2.28183
C2 1.67690 -0.06889 -0.14931
C3 2.79498 0.76100 0.37670
C4 1.99121 -0.64342 -1.36784
C5 -2.93775 0.95668 0.40611
C6 -3.51877 2.51148 2.28040
C7 -1.61228 -0.44373 2.98542
C8 1.03778 -3.19868 -3.93423
C9 -0.02237 -1.93460 -1.55505
C10 1.79278 -2.00043 -3.36929
C11 -3.51661 1.19270 1.69459
C12 -3.03685 0.97841 4.43077
C13 3.29892 -0.12235 -1.90770
C14 -1.14292 2.81904 1.97712
C15 -0.75390 1.79250 1.07798
C16 3.84402 0.77589 -0.77937
C17 -2.45055 3.37352 2.09917
C18 -0.59906 1.45914 4.13848
C19 -1.62665 1.23708 0.12450
H1 0.02548 -2.17007 -0.48259
H2 -3.54215 0.45261 -0.35431
H3 -1.22726 0.98732 -0.86240
H4 -4.34452 0.52704 1.97753
H5 -0.33078 3.41207 2.42025
H6 0.31914 1.58537 1.02912
H7 3.15440 0.46632 -2.82839
H8 2.52265 1.78314 0.67387
H9 1.68532 -1.15017 -4.07353
H10 -2.55020 4.44028 2.32651
H11 3.99874 1.79491 -1.14828
H12 2.86052 -2.26388 -3.32289
H13 -1.72579 -3.08535 -2.20370
H14 0.79727 -0.30409 0.44265
H15 -0.69203 -1.06098 -1.67957
H16 3.23419 0.28497 1.26776
H17 1.46563 -4.12476 -3.49926
H18 4.80178 0.39282 -0.41101
H19 1.12515 -3.20643 -5.02935
H20 -0.23957 -4.05913 -1.81942
H21 3.99803 -0.94014 -2.13101
H22 -4.40455 2.82337 2.84563